Entry 1:
Computed, not measured: a molecular structure, C26H31N2O7PSTeV, with ωB97M-V/def2-TZVPD.

## Properties
* total charge: +1
* E: -97878.851 eV
* HOMO-LUMO gap: 6.2 eV
* LUMO: -4.18 eV
* HOMO energy: -10.4 eV
* largest force on an atom: 0.7 eV Å⁻¹

Last column: Löwdin charge in e.
CARTESIAN COORDINATES (ANGSTROEM)
N: -0.285 -0.470 1.557  -0.10
C: 0.355 -0.671 2.645  0.03
C: -2.555 2.327 1.391  -0.09
H: 4.328 -0.026 0.488  0.12
H: 1.406 0.944 -4.486  0.08
C: 3.828 -0.462 1.343  0.00
O: -1.650 4.288 2.475  0.10
O: 0.983 -2.677 -0.231  -0.33
H: 1.444 2.344 -3.369  0.05
H: 4.231 -0.469 -3.625  0.07
H: 3.444 -1.664 -2.558  0.04
O: -1.197 -3.509 0.510  -0.28
C: -3.604 1.778 0.634  -0.04
H: 2.865 -3.900 -1.667  0.07
C: -0.046 4.032 -1.154  -0.07
H: -2.176 0.900 -1.961  0.12
O: -0.912 -1.428 -0.907  -0.41
H: 5.616 -1.114 2.307  0.12
C: -3.596 -3.097 0.511  -0.07
C: -3.655 4.483 1.289  0.01
Te: -0.716 -4.206 -2.703  0.53
H: -2.510 -4.741 1.419  0.12
C: 0.329 2.793 -0.639  -0.10
H: 3.673 -2.861 -0.456  0.06
C: -2.594 3.692 1.737  -0.25
H: 1.197 2.713 0.005  0.11
H: 2.932 1.861 -4.231  0.07
C: 3.884 -1.597 3.478  -0.06
C: -2.507 -4.141 0.513  -0.26
S: 2.424 0.440 -2.406  0.97
N: -1.348 0.232 1.172  0.05
H: -3.572 0.724 0.393  0.11
V: 0.122 -0.117 -0.271  0.99
H: 0.539 4.910 -0.913  0.11
H: -0.150 -0.564 3.599  0.16
C: 2.009 1.506 -3.774  -0.20
C: -4.665 3.918 0.543  -0.05
H: -5.463 2.127 -0.356  0.11
O: -0.573 1.866 2.618  0.10
H: 2.033 -3.585 1.268  0.12
H: 3.730 -4.617 -0.303  0.09
H: 2.663 -1.216 -4.101  0.08
C: 2.512 -1.509 3.574  -0.01
C: -1.419 1.523 1.807  -0.37
C: -1.926 3.012 -2.255  -0.06
C: 2.439 -0.411 1.416  -0.26
H: -3.498 -2.435 -0.350  0.07
H: -5.488 4.540 0.215  0.11
H: -3.571 -2.495 1.419  0.08
C: -1.574 1.773 -1.739  -0.09
H: 1.293 -4.707 0.113  0.11
H: 4.456 -2.059 4.271  0.11
O: 1.760 0.188 0.417  -0.19
C: 1.769 -0.931 2.539  -0.13
C: -0.446 1.681 -0.937  -0.22
C: 3.277 -0.862 -3.274  -0.20
H: -2.807 3.099 -2.878  0.12
H: -4.569 -3.587 0.447  0.09
C: 1.839 -3.767 0.211  -0.24
H: -3.665 5.530 1.556  0.13
H: -1.461 5.103 -2.353  0.11
H: -1.017 3.610 2.778  0.09
C: -1.169 4.139 -1.960  -0.07
H: 1.996 -1.888 4.447  0.13
C: 3.103 -3.780 -0.609  -0.06
P: -0.483 -2.982 -0.800  0.08
H: -2.569 -4.803 -0.352  0.07
C: 4.537 -1.065 2.366  -0.04
C: -4.654 2.557 0.217  -0.07
O: 1.073 -0.216 -2.069  -0.57

Entry 2:
Computed, not measured: a molecular structure, C26H31N7OS4Ti in a non-equilibrium geometry, with ωB97M-V/def2-TZVPD.

## Properties
* total charge: 0
* E: -106402.293 eV
* HOMO-LUMO gap: 6.9 eV
* LUMO: 0.13 eV
* HOMO energy: -6.7 eV
* largest force on an atom: 2.4 eV Å⁻¹

Last column: Löwdin charge in e.
CARTESIAN COORDINATES (ANGSTROEM)
S: -2.455 0.443 1.452  0.64
S: 0.051 2.344 0.172  0.69
H: -0.532 1.240 5.248  0.12
N: -1.826 -3.659 2.677  0.06
C: -2.032 -3.844 -1.707  -0.11
S: 2.112 -0.099 -0.235  0.89
H: -5.226 -3.196 -0.773  0.09
H: -1.837 5.673 -2.301  0.08
H: -2.418 -1.733 3.167  0.05
S: 0.295 -2.330 -1.180  0.62
C: -1.611 1.405 2.757  -0.51
C: 4.575 3.013 0.376  -0.10
N: -0.595 0.243 -2.800  0.03
H: -0.368 -5.108 1.230  0.11
C: -2.153 -1.809 -0.371  -0.35
N: 0.017 -4.188 1.378  0.18
H: -3.742 -2.822 2.748  0.09
H: -0.634 5.096 -4.484  0.08
C: 2.479 -0.826 1.395  -0.35
C: -0.295 0.821 3.161  -0.34
H: -2.714 1.690 -0.925  0.10
H: -2.265 1.479 3.626  0.07
N: -1.175 1.005 -3.642  0.09
C: 0.117 0.831 4.486  -0.01
C: -3.530 -1.993 -0.260  -0.14
H: 3.151 -0.570 3.992  0.12
H: -2.924 -2.989 4.325  0.09
C: 2.325 3.857 0.534  -0.12
H: -3.889 -4.849 -2.053  0.10
C: -2.789 -2.752 3.270  -0.04
N: 0.461 0.282 2.192  -0.02
C: 1.770 2.591 0.276  -0.66
C: 4.059 1.757 0.121  -0.12
H: 4.725 0.924 -0.072  0.10
H: 0.537 -3.818 0.579  0.02
H: -0.265 3.496 -3.853  0.07
C: -2.087 1.302 -1.707  -0.20
C: -3.399 -4.006 -1.583  -0.10
O: -0.469 -2.036 1.902  -0.13
H: -1.414 2.410 2.365  0.03
H: -4.130 -1.287 0.307  0.06
C: -2.205 4.648 -2.252  -0.07
C: -0.772 -3.256 1.966  -0.56
N: -1.127 0.413 -1.573  -0.15
C: -1.009 4.077 -4.396  -0.08
H: -3.914 2.679 -3.084  0.13
H: -1.098 3.658 -5.398  0.08
H: 1.638 4.680 0.691  0.10
H: 4.068 5.057 0.786  0.10
H: 3.547 -0.722 1.584  0.09
N: -2.119 1.687 -2.978  -0.08
Ti: -0.623 -0.593 0.344  0.57
C: 1.673 -0.174 2.500  -0.31
H: 5.642 3.178 0.399  0.10
C: -2.970 2.672 -3.630  -0.10
H: 2.235 -1.888 1.302  0.07
C: 3.684 4.065 0.586  -0.10
H: -3.062 4.679 -4.219  0.13
H: -1.426 -4.540 -2.276  0.10
H: -1.493 4.078 -1.652  0.03
H: -3.155 2.305 -4.640  0.13
C: -4.153 -3.076 -0.863  -0.10
C: 1.363 0.327 4.801  -0.04
C: -1.426 -2.741 -1.101  -0.68
C: 2.166 -0.173 3.793  -0.01
H: -2.030 -4.644 2.705  0.15
C: 2.683 1.551 0.093  -0.53
H: -3.163 4.666 -1.729  0.08
H: 1.705 0.321 5.828  0.11
C: -2.346 4.069 -3.657  -0.41